{"formula": "C32H45N6O6RbS", "method": "ωB97M-V/def2-TZVPD", "elements": ["Rb", "C", "O", "C", "C", "C", "C", "C", "C", "N", "N", "C", "O", "C", "C", "C", "C", "C", "C", "C", "O", "H", "H", "H", "H", "H", "H", "H", "H", "H", "H", "H", "H", "C", "N", "C", "C", "C", "O", "N", "C", "O", "H", "H", "H", "H", "H", "C", "C", "N", "C", "C", "C", "C", "N", "H", "H", "H", "H", "H", "H", "H", "H", "H", "H", "H", "H", "H", "H", "C", "C", "C", "S", "O", "C", "C", "C", "H", "H", "H", "H", "H", "H", "H", "H", "H", "H", "H", "H", "H", "H"], "positions_angstrom": [[-0.39639, -0.68952, 0.87989], [2.05995, -2.27764, 3.70958], [2.20134, -1.52638, 4.89645], [1.13883, -0.65059, 5.15495], [0.68948, -0.59009, 6.45068], [-0.38865, 0.22780, 6.79130], [-1.04503, 0.91521, 5.79230], [-0.63223, 0.87041, 4.45714], [-1.45842, 1.53737, 3.49006], [-1.29942, 1.55387, 2.21779], [-2.27235, 2.24031, 1.54352], [-2.34033, 2.04593, 0.23988], [-1.68277, 1.28529, -0.51024], [-3.40995, 2.90676, -0.37916], [-3.58919, 2.87343, -1.76231], [-4.56786, 3.63433, -2.37177], [-5.40063, 4.44137, -1.61014], [-5.22637, 4.49095, -0.23274], [-4.24336, 3.73412, 0.37445], [0.56566, 0.14328, 4.08980], [1.09890, 0.18318, 2.95355], [2.64136, -3.19149, 3.85250], [2.43345, -1.73215, 2.83966], [1.01438, -2.53939, 3.52784], [1.17483, -1.20015, 7.20726], [-0.71769, 0.29313, 7.82371], [-1.91793, 1.51546, 6.04508], [-2.35043, 2.03761, 3.91048], [-2.94441, 2.22217, -2.33689], [-4.69578, 3.58914, -3.44911], [-6.18585, 5.02121, -2.08425], [-5.87563, 5.11770, 0.37252], [-4.10560, 3.76983, 1.44530], [-3.01282, -5.37776, 2.71638], [-3.22896, -4.60994, 1.52126], [-4.43616, -4.57444, 0.91258], [-4.64750, -3.80357, -0.16244], [-3.53642, -3.01516, -0.70521], [-3.67682, -2.36844, -1.74763], [-2.35862, -3.06135, -0.04765], [-2.17243, -3.74634, 1.06134], [-1.15086, -3.75387, 1.73529], [-3.77763, -6.15367, 2.80721], [-3.03941, -4.74122, 3.60700], [-2.02419, -5.83519, 2.67021], [-5.20505, -5.22175, 1.32977], [-5.60734, -3.75452, -0.64937], [3.96703, 4.04291, -2.96889], [3.11282, 4.47813, -1.77032], [2.93589, 3.43249, -0.79890], [3.90797, 3.32594, 0.26399], [5.09407, 2.39544, -0.02221], [2.02601, 2.39892, -0.98850], [0.91279, 2.60654, -1.97338], [2.04318, 1.29056, -0.38846], [3.91878, 4.78410, -3.76432], [3.59752, 3.09556, -3.35336], [5.00677, 3.91641, -2.67502], [2.13549, 4.80458, -2.12970], [3.58264, 5.33913, -1.28110], [3.38428, 2.97584, 1.15859], [4.28590, 4.33369, 0.46927], [4.75319, 1.37763, -0.19136], [5.75946, 2.39357, 0.83802], [5.65388, 2.71834, -0.89800], [0.54459, 3.62963, -1.96890], [0.10887, 1.94950, -1.64281], [1.21786, 2.33698, -2.98413], [2.73792, 1.16868, 0.33782], [4.42675, -3.27752, -1.77603], [3.86511, -2.45813, -2.93295], [2.38019, -2.71263, -3.14560], [1.36632, -2.04136, -1.69196], [1.53388, -3.06950, -0.66559], [-0.25170, -2.34041, -2.49109], [-0.57310, -1.23328, -3.47799], [-1.88684, -1.50773, -4.20196], [5.44871, -2.97503, -1.55553], [4.42475, -4.33500, -2.03494], [3.81378, -3.13744, -0.88994], [4.41837, -2.69671, -3.85123], [4.00550, -1.39297, -2.73412], [2.16565, -3.77792, -3.21206], [2.03094, -2.20710, -4.04329], [-0.98119, -2.36687, -1.67873], [-0.23018, -3.32271, -2.96287], [0.23004, -1.14302, -4.22065], [-0.63733, -0.28830, -2.93602], [-1.81627, -2.43226, -4.77569], [-2.12863, -0.70022, -4.89120], [-2.68939, -1.61369, -3.47670]], "forces_ev_per_a": [[0.16, -0.51, -0.20], [0.14, -0.23, -0.37], [-0.36, 0.75, 0.27], [0.20, -0.43, 0.04], [0.13, -0.07, -0.07], [-0.18, 0.12, 0.33], [-0.03, 0.06, 0.07], [0.58, -0.54, 0.27], [-0.58, 0.52, -0.49], [0.19, -0.20, 0.18], [-0.60, 0.51, 0.04], [0.11, 0.16, 0.70], [0.19, -0.10, -0.35], [-0.26, 0.13, -0.36], [0.24, -0.16, 0.25], [-0.24, 0.15, -0.19], [-0.08, 0.09, -0.09], [-0.21, 0.12, -0.08], [0.09, -0.02, 0.11], [-0.02, 0.15, 0.68], [0.31, 0.01, -0.39], [-0.03, -0.05, 0.00], [-0.07, -0.10, 0.10], [0.02, -0.08, -0.03], [0.06, 0.00, -0.09], [-0.03, -0.01, -0.06], [0.03, -0.04, -0.08], [0.16, 0.02, -0.17], [0.04, -0.05, 0.02], [0.00, 0.00, 0.03], [0.03, 0.01, 0.00], [0.04, -0.02, -0.03], [0.07, -0.09, 0.00], [0.23, -0.02, 0.27], [0.22, 0.18, -0.11], [-0.30, -0.06, -0.19], [-0.20, 0.07, -0.07], [-0.25, -0.28, -0.02], [-0.16, 0.11, -0.20], [0.25, 0.84, -0.53], [-0.48, -1.00, 0.55], [0.61, 0.16, 0.48], [0.02, 0.07, -0.08], [0.03, -0.07, 0.00], [-0.07, -0.01, 0.07], [0.07, 0.11, 0.02], [-0.08, -0.05, -0.06], [-0.12, 0.19, 0.18], [0.01, 0.00, -0.39], [-0.09, 0.18, 0.33], [0.14, -0.19, 0.04], [-0.19, 0.14, 0.07], [0.22, 0.42, -0.35], [-0.08, -0.01, 0.06], [-0.35, -0.92, 0.65], [0.04, 0.10, -0.13], [-0.01, -0.09, -0.08], [0.09, -0.05, -0.04], [0.10, 0.04, 0.02], [-0.11, -0.08, 0.00], [0.08, 0.07, 0.04], [-0.09, -0.09, 0.05], [0.03, -0.08, -0.05], [0.14, -0.05, 0.08], [0.06, 0.04, -0.04], [-0.09, 0.04, -0.04], [-0.12, 0.05, -0.13], [0.04, 0.04, -0.14], [0.16, 0.12, -0.02], [0.07, 0.21, -0.09], [-0.02, -0.07, 0.08], [-0.22, 0.81, 0.48], [0.01, -0.25, -2.46], [0.12, -0.86, 1.43], [0.36, 0.37, 0.10], [-0.02, 0.00, -0.20], [0.06, 0.08, 0.10], [0.14, -0.04, 0.04], [-0.02, -0.14, 0.08], [0.07, -0.11, 0.10], [-0.09, 0.10, 0.03], [0.07, 0.05, -0.05], [-0.21, -0.09, 0.14], [-0.09, 0.01, -0.09], [-0.02, -0.07, 0.09], [0.08, -0.14, 0.03], [0.00, 0.12, 0.07], [-0.01, 0.09, 0.00], [-0.02, -0.12, -0.08], [-0.01, 0.11, -0.09], [-0.08, -0.04, 0.01]], "nbo_charge": [0.91, -0.24, -0.54, 0.16, -0.26, -0.33, -0.18, -0.26, 0.08, -0.32, -0.51, 0.56, -0.80, -0.09, -0.19, -0.24, -0.25, -0.26, -0.13, 0.43, -0.79, 0.15, 0.19, 0.19, 0.19, 0.18, 0.18, 0.13, 0.23, 0.19, 0.19, 0.19, 0.23, -0.39, -0.45, 0.05, -0.40, 0.61, -0.70, -0.69, 0.75, -0.70, 0.17, 0.20, 0.22, 0.18, 0.21, -0.62, -0.20, -0.46, -0.21, -0.62, 0.46, -0.68, -0.72, 0.20, 0.21, 0.19, 0.20, 0.18, 0.22, 0.18, 0.22, 0.20, 0.19, 0.20, 0.30, 0.20, 0.34, -0.62, -0.41, -0.58, 1.27, -0.99, -0.63, -0.41, -0.62, 0.19, 0.19, 0.25, 0.18, 0.20, 0.21, 0.21, 0.31, 0.20, 0.17, 0.23, 0.18, 0.19, 0.28], "e_lumo_ev": 3.79, "energy_ha": -2448.67438, "homo_energy_ev": -0.90, "relative_energy_kj_mol": 14.6, "homo_lumo_gap_ev": 4.7, "largest_force_ev_per_a": 2.47, "charge": -2}



{"formula": "C27H27N3O5", "method": "ωB97M-V/def2-TZVPD", "elements": ["C", "H", "O", "C", "C", "C", "C", "C", "C", "H", "H", "C", "H", "H", "C", "N", "C", "O", "N", "C", "O", "C", "C", "H", "H", "C", "O", "N", "C", "C", "C", "C", "C", "C", "H", "H", "H", "H", "H", "H", "H", "C", "C", "C", "C", "C", "C", "H", "H", "O", "C", "H", "H", "H", "H", "H", "H", "H", "H", "H", "H", "H"], "positions_angstrom": [[2.76943, 2.79867, -3.66618], [3.27641, 2.19686, -4.23390], [1.26028, 2.82465, -3.94797], [0.61749, 1.79336, -3.97704], [1.11497, 0.73489, -3.62204], [0.37694, -0.53232, -3.71355], [-0.85362, -0.44788, -4.04525], [-1.66553, 0.85941, -4.34348], [-0.81370, 1.94451, -4.41564], [-1.08785, 2.89493, -4.57831], [-2.71074, 0.76690, -4.67509], [-2.13268, -1.60820, -3.92644], [-2.77193, -1.40192, -4.47921], [-1.48598, -2.66145, -3.92922], [-2.74180, -1.47085, -2.40714], [-1.53640, -1.46354, -1.44983], [-1.10013, -0.13068, -0.89661], [-1.66363, 0.85349, -1.18663], [-0.17705, -0.48048, -0.14376], [0.35888, -1.82578, -0.23262], [1.18303, -2.15141, 0.34093], [-0.71627, -2.61938, -1.10145], [-1.51053, -3.62313, -0.06709], [-0.65722, -4.41249, 0.14635], [-2.62262, -3.92479, -0.57560], [-2.03718, -2.82134, 1.29335], [-3.02548, -2.22916, 1.34141], [-1.19072, -2.77936, 2.18233], [-0.99114, -1.95011, 3.29653], [0.11669, -1.94336, 4.20097], [-0.03710, -1.24210, 5.32294], [-1.11798, -0.35662, 5.72202], [-2.19099, -0.52401, 4.96640], [-2.15894, -1.08720, 3.78760], [-3.06349, -1.15018, 3.14902], [-3.14899, -0.09265, 5.23571], [-1.15375, 0.20355, 6.69024], [1.16151, -1.36831, 5.90974], [0.89495, -2.52237, 3.82184], [-0.14768, -3.19680, 1.84059], [-0.18021, -3.08317, -1.71471], [0.83121, 0.48201, 0.19351], [0.92029, 1.87308, -0.41978], [1.68974, 2.96291, 0.22526], [2.04032, 2.75529, 1.40562], [1.94699, 1.55414, 2.38123], [1.30120, 0.54072, 1.74485], [1.16869, -0.35501, 2.35513], [2.18879, 1.39214, 3.21718], [2.82885, 3.75548, 1.83170], [3.30441, 3.72393, 3.28804], [2.53283, 3.58969, 4.05065], [3.98264, 2.90206, 3.52430], [3.98699, 4.67863, 3.50501], [1.84628, 3.73911, -0.16918], [0.52671, 1.73736, -1.31859], [-3.30245, -0.58600, -2.34409], [-3.20975, -2.47272, -2.30462], [0.64622, -1.63567, -3.41812], [2.38568, 0.16736, -3.33823], [3.04330, 3.97900, -3.69195], [2.90182, 2.44628, -2.63715]], "forces_ev_per_a": [[-4.60, 6.31, 4.12], [2.59, -3.10, -3.92], [6.59, 8.80, -0.21], [-7.55, 1.90, -2.69], [7.04, -15.10, 3.21], [2.44, -1.26, 1.40], [-10.96, 0.37, -1.53], [4.66, -1.15, -0.42], [0.64, -4.37, 1.74], [-1.08, 3.35, -0.83], [0.65, 0.45, 0.43], [15.25, -3.26, 11.84], [-10.13, 2.51, -9.89], [-2.42, 2.36, -0.58], [4.73, -3.09, -1.32], [-2.09, 1.16, -1.47], [-6.07, -5.26, -5.36], [-0.96, 2.85, -0.31], [8.54, 0.61, 4.44], [-16.65, 5.24, -9.72], [15.33, -6.34, 9.74], [-5.43, 5.65, 8.07], [-1.06, 0.28, -0.72], [-2.40, 0.82, -0.25], [3.57, 0.17, 1.19], [0.18, -2.60, -7.55], [-6.06, 2.38, -0.73], [12.66, -1.64, 5.17], [-4.13, 3.10, 3.00], [-3.89, -0.94, -4.16], [4.79, 2.47, 4.53], [4.14, -2.06, 2.45], [-2.87, 2.63, 1.08], [1.29, -5.21, -6.10], [0.82, 0.17, 0.67], [0.08, 0.29, 0.19], [0.38, -0.74, -1.07], [-4.09, 0.99, -0.99], [1.89, -0.85, 0.46], [-3.83, 1.17, 1.47], [3.71, -4.16, -6.05], [1.25, 6.58, 4.95], [2.29, -4.47, 5.49], [-7.10, -13.35, -2.50], [4.05, -2.37, 10.16], [-5.29, 2.93, -16.73], [-0.82, -1.56, -2.73], [-0.21, -0.03, -0.46], [3.79, -1.10, 11.86], [2.03, 1.65, 4.29], [1.39, 1.60, -0.98], [-0.49, 0.62, -0.57], [0.09, -0.31, -0.85], [-2.04, -1.84, -0.85], [2.19, 10.89, -5.81], [-1.59, 1.17, -4.12], [-0.88, 0.87, 0.63], [-0.57, 1.10, 0.50], [0.53, 2.47, -0.50], [-3.64, 3.20, -0.80], [-0.51, -3.16, -0.26], [-0.16, 0.20, -0.07]], "nbo_charge": [-0.24, 0.18, -0.48, 0.24, -0.29, -0.28, 0.00, -0.19, -0.20, 0.20, 0.22, -0.31, 0.13, 0.18, -0.21, -0.52, 0.85, -0.58, -0.55, 0.78, -0.49, -0.11, -0.52, 0.22, 0.26, 0.68, -0.59, -0.59, 0.18, -0.30, -0.16, -0.24, -0.22, -0.23, 0.26, 0.22, 0.23, 0.20, 0.21, 0.40, 0.18, 0.05, -0.10, -0.31, 0.39, -0.27, -0.13, 0.20, 0.18, -0.51, -0.28, 0.19, 0.18, 0.21, 0.20, 0.22, 0.23, 0.20, 0.21, 0.21, 0.21, 0.20], "e_lumo_ev": 0.54, "energy_ha": -1584.79993, "homo_energy_ev": -7.94, "relative_energy_kj_mol": 2163.1, "homo_lumo_gap_ev": 8.5, "largest_force_ev_per_a": 19.98}